157
Properties=species:S:1:pos:R:3 method="wB97M-V/def2-TZVPD" homo_ev="-8.1 / -8.1" total_charge=0 multiplicity=6 gap_ev="8.073 / 7.062" e_tot_ha=-17538.80121 lumo_energy_ev="-0.02 / -1.03"
Fe 16.4575 19.3066 18.9921
O 19.8261 20.5580 19.7225
C 18.5250 20.3289 19.5406
O 17.8058 19.8776 20.5586
O 18.0530 20.5311 18.3725
H 20.0199 20.1140 20.5835
O 13.2545 20.4723 16.8908
C 14.6409 20.2860 17.0396
O 14.8557 19.2825 17.8030
O 15.4202 21.0947 16.4422
H 13.3379 21.3194 16.4942
C 16.5646 16.5626 18.2220
O 16.9282 15.8192 19.3417
O 17.2622 17.7297 18.2153
C 17.0774 15.6438 17.0822
F 18.3407 15.2654 17.1818
F 16.2791 14.6081 17.0002
F 16.9605 16.2650 15.9135
C 15.8411 15.1369 19.9724
C 16.1949 14.5370 21.3129
H 16.7125 13.6350 21.2354
H 16.6576 15.1914 22.0134
H 15.2271 14.3677 21.8097
H 15.4371 14.3133 19.4076
H 14.9782 15.8676 20.1289
H 15.4817 16.6475 18.1332
C 10.4153 18.7010 20.2137
O 10.9835 19.1721 21.1802
N 10.9472 18.0534 19.1678
C 10.1042 17.5591 18.1269
C 12.4357 18.0757 19.0470
H 9.3025 18.7699 20.3043
H 9.0821 17.7048 18.3933
H 10.1394 16.4857 17.9103
H 10.2756 18.1158 17.2045
H 12.7981 19.0283 18.7163
H 12.8225 17.7350 20.0108
H 12.7991 17.4074 18.2974
C 15.9656 22.1990 20.3194
O 15.4281 21.2352 19.8180
N 15.3476 23.3234 20.5210
C 13.9775 23.4795 20.2506
C 15.9381 24.2609 21.4611
H 17.0445 22.1807 20.7800
H 13.5959 22.7967 19.4976
H 13.8834 24.5156 19.9168
H 13.3908 23.2627 21.1767
H 15.6366 25.2802 21.1310
H 15.3980 24.1619 22.4086
H 16.9982 24.0503 21.5870
C 15.6521 18.4295 21.7246
O 15.2489 18.6104 20.5831
N 14.8396 18.3027 22.7198
C 15.5148 17.9019 23.9279
C 13.4131 18.4489 22.7223
H 16.6742 18.2830 21.9459
H 14.9225 18.0147 24.8828
H 16.5101 18.3753 23.9541
H 15.7112 16.8527 23.8886
H 13.1259 19.1644 21.9862
H 12.8947 17.4880 22.5940
H 13.0833 18.8403 23.6485
C 23.2734 17.0565 12.5334
O 22.4401 17.4730 13.2678
N 23.6747 17.6463 11.3911
C 24.5665 16.9722 10.4665
C 23.1187 18.9441 11.0253
H 23.9469 16.2255 12.8139
H 25.0002 16.1098 10.9801
H 25.3690 17.6877 10.2174
H 24.0553 16.6644 9.5909
H 23.8429 19.3219 10.3242
H 22.1360 18.9216 10.5821
H 23.0778 19.6089 11.8699
C 21.5987 18.0631 21.7812
O 21.2886 19.1885 21.4385
N 20.7775 16.9600 21.7805
C 21.3154 15.6524 22.0229
C 19.4774 17.0355 21.0233
H 22.5645 17.7369 22.3015
H 21.5346 15.1286 21.1371
H 20.6137 15.0192 22.5369
H 22.2187 15.5741 22.6882
H 18.6872 16.3749 21.4655
H 19.1375 18.0634 21.1358
H 19.6152 16.6422 20.0183
C 21.9486 17.2475 18.2773
O 22.0832 16.2259 18.9565
N 22.5498 17.4702 17.0951
C 22.4201 18.8685 16.6173
C 23.4503 16.4827 16.6268
H 21.3382 18.1370 18.5091
H 21.6051 19.4386 17.0995
H 22.1675 18.8732 15.5551
H 23.3577 19.3945 16.8657
H 24.5035 16.8786 16.6505
H 23.3664 15.5674 17.1750
H 23.2343 16.2193 15.5815
C 16.7423 13.7963 12.0858
O 15.7471 13.1564 12.3543
N 17.8248 13.9584 12.8812
C 19.0799 14.4940 12.2971
C 17.9297 13.1995 14.0724
H 16.8865 14.3755 11.1740
H 19.6380 13.5496 11.9858
H 19.6884 14.9938 13.1002
H 18.9026 15.2433 11.5251
H 18.4907 13.6970 14.8491
H 16.9529 12.8478 14.4013
H 18.4846 12.2053 13.9284
C 18.6852 21.5774 15.3062
O 19.2203 22.5297 14.7975
N 19.0142 20.3604 14.9076
C 18.3298 19.1409 15.2541
C 20.2131 20.2122 14.1528
H 17.7909 21.6706 15.9406
H 18.8912 18.6360 16.0478
H 18.1289 18.3740 14.4909
H 17.3480 19.4434 15.6795
H 21.0249 20.8354 14.5920
H 20.5043 19.1401 14.1956
H 20.0924 20.7000 13.1559
C 13.1479 16.4277 13.9123
Cl 13.2568 15.2997 15.3933
Cl 14.1111 15.7333 12.6361
Cl 11.4221 16.3540 13.6054
Cl 13.5691 18.0993 14.4197
C 19.6987 11.7641 18.5788
Cl 18.2264 10.7587 18.6134
Cl 20.0267 12.1159 16.8793
Cl 19.3697 13.2700 19.4650
Cl 21.1158 10.8821 19.3243
C 18.6186 18.5296 10.8050
Cl 19.9109 17.8503 11.7841
Cl 18.6345 17.9086 9.1688
Cl 16.9853 18.3730 11.6291
Cl 18.9107 20.2775 10.6717
C 15.7640 13.1404 25.5650
Cl 16.4190 12.7204 27.1051
Cl 17.1286 13.4589 24.5170
Cl 14.8886 11.7328 24.9921
Cl 14.6947 14.5481 25.7883
C 12.8058 11.6582 16.5131
Cl 11.1624 12.3124 16.2525
Cl 13.8478 12.8589 17.2628
Cl 12.6237 10.2239 17.5791
Cl 13.5117 11.2398 14.9808
C 15.3834 9.5724 21.3855
Cl 15.5546 8.6178 19.9147
Cl 16.8102 9.3601 22.4072
Cl 15.0308 11.3103 20.9896
Cl 13.9783 8.9354 22.2470
C 11.4846 13.8309 21.6115
Cl 10.0040 12.8884 21.7707
Cl 12.4422 13.1007 20.3137
Cl 11.1459 15.5023 21.1494
Cl 12.4687 13.8891 23.1077

---

65
Properties=species:S:1:pos:R:3 method="wB97M-V/def2-TZVPD" homo_ev=-13.2 total_charge=+2 multiplicity=1 relative_energy_kj_mol=142.4 gap_ev=6.881 e_tot_ha=-2889.95771 lumo_energy_ev=-6.30
Bi 0.5197 0.3210 0.6479
C 1.5762 -2.8828 -2.4188
C 1.4220 -2.0707 -1.1871
N 0.6725 -1.0090 -1.1771
N 0.0464 -0.5948 -2.2624
C -0.5553 0.5714 -2.1855
O -0.4973 1.3287 -1.1500
C -1.3580 0.8783 -3.3674
C -2.6434 1.4028 -3.2325
C -3.4744 1.4571 -4.3351
C -3.0244 1.0316 -5.5758
C -1.7217 0.5738 -5.7251
C -0.8965 0.4760 -4.6230
C 2.1419 -2.3912 0.0311
C 3.0104 -3.4806 0.1073
C 3.7410 -3.6825 1.2653
C 3.5868 -2.8006 2.3256
C 2.6988 -1.7492 2.1766
N 2.0028 -1.5559 1.0701
H 1.1435 -2.3469 -3.2566
H 1.0565 -3.8337 -2.3141
H 2.6219 -3.0880 -2.6270
H -2.9992 1.7098 -2.2605
H -4.4893 1.8040 -4.2207
H -3.6864 1.0634 -6.4270
H -1.3659 0.2623 -6.6956
H 0.1089 0.0997 -4.7228
H 3.1250 -4.1449 -0.7322
H 4.4256 -4.5127 1.3385
H 4.1522 -2.9172 3.2343
H 2.5381 -1.0418 2.9770
C -2.9567 1.7634 1.7983
C -2.5020 1.5858 3.2362
S -0.7009 1.2848 3.4126
C -0.5789 -0.2708 4.3705
C -1.2594 -1.5055 3.8126
S -0.7798 -1.9561 2.0859
C -2.4271 -2.2223 1.3368
C -3.3380 -1.0114 1.3110
S -2.5009 0.4608 0.5907
H -2.5292 2.6674 1.3649
H -4.0445 1.8462 1.7790
H -3.0125 0.7732 3.7452
H -2.7133 2.5134 3.7697
H -0.9694 -0.0775 5.3713
H 0.4989 -0.4235 4.4370
H -2.3448 -1.4253 3.8393
H -0.9664 -2.3578 4.4292
H -2.8958 -3.0384 1.8872
H -2.2062 -2.5563 0.3242
H -3.7024 -0.7442 2.3000
H -4.1971 -1.2397 0.6779
N 1.5835 2.9508 1.9875
N 1.9174 3.6840 0.8455
C 2.3887 3.0917 -0.2626
N 2.8108 3.8507 -1.2619
N 2.4316 1.7535 -0.2663
N 3.1212 1.0556 -1.1919
O 3.2390 -0.1161 -0.9288
O 3.5656 1.5901 -2.1795
H 0.8322 3.4129 2.4916
H 2.3774 2.8376 2.6186
H 1.9925 4.6966 0.9038
H 2.7906 4.8551 -1.2232
H 3.1996 3.3917 -2.0871

---

11
Properties=species:S:1:pos:R:3 method="wB97M-V/def2-TZVPD" homo_ev="-11.4 / -11.4" total_charge=+1 multiplicity=1 relative_energy_kj_mol=487.5 gap_ev="6.628 / 6.628" e_tot_ha=-432.38604 lumo_energy_ev="-4.74 / -4.74"
C -1.5773 -0.2613 -0.4833
C 1.4064 -0.4221 -0.4028
N -1.6194 0.4244 0.5731
I 2.9883 0.8376 0.0839
H -1.5074 -1.4237 -0.4285
H -1.6014 0.1763 -1.4151
H 1.6248 -1.3860 0.2768
H 1.3204 -0.6731 -1.3813
H -1.7645 1.4773 0.5024
H 2.0406 1.1993 1.1809
H -1.3106 0.0513 1.4939

---

8
Properties=species:S:1:pos:R:3 method="wB97M-V/def2-TZVPD" homo_ev=-9.9 total_charge=0 multiplicity=1 relative_energy_kj_mol=291.5 gap_ev=10.884 e_tot_ha=-245.98053 lumo_energy_ev=1.00
O 2.2587 1.1444 1.8347
C 1.4532 0.4077 1.3829
C 0.0744 -0.0902 1.0665
C 0.3925 0.1810 -0.4092
N 1.3124 -0.6375 0.3236
H -0.7289 -0.4662 1.5814
H -0.0050 -0.2504 -1.2408
H 0.6207 1.1649 -0.5432

---

12
Properties=species:S:1:pos:R:3 method="wB97M-V/def2-TZVPD" homo_ev=-10.2 total_charge=0 multiplicity=1 relative_energy_kj_mol=159.3 gap_ev=10.935 e_tot_ha=-211.30001 lumo_energy_ev=0.76
C 1.1822 -0.6505 0.3792
C 0.0325 0.1705 -0.2510
C -1.3363 -0.1463 0.3959
C 0.2965 1.5028 -0.7648
N 0.4574 2.3312 -1.5645
H 1.0660 -1.6987 0.0790
H 2.1586 -0.2987 0.0420
H 1.2027 -0.6528 1.4840
H 0.0253 0.1886 -1.4679
H -1.6407 -1.1543 0.0899
H -1.3397 -0.1521 1.5008
H -2.1045 0.5602 0.0775

---

29
Properties=species:S:1:pos:R:3 method="wB97M-V/def2-TZVPD" homo_ev=-7.5 total_charge=0 multiplicity=1 relative_energy_kj_mol=0.0 gap_ev=7.129 e_tot_ha=-910.08533 lumo_energy_ev=-0.34
C -2.5101 -0.8556 3.7649
Al -1.5768 0.6525 2.8426
I 0.2703 1.5575 4.4958
H -2.2063 -1.8497 3.4504
H -2.3046 -0.7902 4.8292
H -3.5807 -0.7406 3.6358
H -0.8675 0.2446 1.4356
H -2.5743 1.8771 2.5564
C 1.3954 1.4207 -1.2051
N 0.6387 0.2599 -1.7810
C 0.7721 0.3192 -3.2622
C -0.8008 0.3847 -1.4031
C 1.1843 -1.0815 -1.3346
C 1.0288 -1.3469 0.1367
O 1.7635 -0.3792 0.8554
H 1.1146 2.3049 -1.7744
H 1.1234 1.5475 -0.1666
H 2.4585 1.2287 -1.3023
H 0.3658 1.2644 -3.6096
H 0.2187 -0.5080 -3.6987
H 1.8250 0.2461 -3.5198
H -0.8902 0.3947 -0.3172
H -1.3455 -0.4595 -1.8189
H -1.1787 1.3183 -1.8120
H 2.2290 -1.1106 -1.6440
H 0.6251 -1.8307 -1.8941
H 1.4017 -2.3548 0.3496
H -0.0261 -1.3168 0.4187
H 1.4469 -0.3969 1.7727

---

8
Properties=species:S:1:pos:R:3 method="wB97M-V/def2-TZVPD" homo_ev=-10.8 total_charge=0 multiplicity=1 relative_energy_kj_mol=32.0 gap_ev=11.128 e_tot_ha=-246.07936 lumo_energy_ev=0.36
N 2.3494 0.2685 -0.7346
C 1.3313 -0.1167 -0.3457
C 0.0327 -0.5615 0.1632
C -0.9620 0.6047 0.1041
O -1.6072 0.8704 -0.8734
H -0.3399 -1.3934 -0.4418
H 0.1673 -0.8979 1.1965
H -1.0322 1.2026 1.0306

---

8
Properties=species:S:1:pos:R:3 method="wB97M-V/def2-TZVPD" homo_ev="-4.6 / -10.4" total_charge=0 multiplicity=3 relative_energy_kj_mol=242.6 gap_ev="5.681 / 8.257" e_tot_ha=-514.63209 lumo_energy_ev="1.04 / -2.17"
C -0.7653 0.3135 -0.4342
C -0.0554 -0.4174 0.6861
C 0.8423 0.3186 -0.1599
S 1.0314 -1.4629 -0.3249
H -1.1051 -0.2193 -1.2665
H -1.4809 1.0439 -0.2023
H -0.3196 -0.2803 1.8052
H 1.8525 0.7040 -0.1035

---

Which of these has the highest multiplicity? C37H64Cl28F3FeN8O16